[1]
{
  "formula": "C3H4N2O2",
  "method": "ωB97M-V with the def2-TZVPD basis set",
  "species": ["C", "C", "C", "N", "N", "O", "O", "H", "H", "H", "H"],
  "xyz": [[-0.829, -1.428, -0.041], [0.412, 0.160, -0.896], [0.021, 0.534, 0.619], [-0.127, -1.051, -1.126], [-0.902, -0.453, 0.956], [1.400, 0.759, -1.599], [0.166, 1.765, 1.186], [-1.322, -2.362, 0.247], [-1.136, -0.498, 1.909], [1.963, 0.082, -1.886], [0.355, 2.494, 0.632]],
  "relative_energy_kj_mol": 317.4,
  "smiles": "Oc1nc[nH]c1O",
  "fmax_ha_per_bohr": 0.129,
  "charge": 0,
  "orbital_gap_ha": 0.2947,
  "lumo_energy_ev": 0.65,
  "homo_ev": -7.367,
  "e_tot_ha": -376.64291
}

=====

[2]
{
  "formula": "C3H4N2O2",
  "method": "ωB97M-V with the def2-TZVPD basis set",
  "species": ["C", "C", "C", "N", "N", "O", "O", "H", "H", "H", "H"],
  "xyz": [[-0.036, 1.186, 0.733], [-0.401, -0.729, -0.601], [0.674, -0.166, 0.427], [-1.115, 1.331, 0.116], [-1.424, 0.167, -0.647], [-0.241, -1.733, -1.255], [1.945, -0.106, -0.057], [0.315, 1.821, 1.601], [0.703, -0.876, 1.332], [-2.315, 0.064, -1.114], [1.896, -0.959, -0.534]],
  "relative_energy_kj_mol": 279.1,
  "smiles": "O=C1NN=C[C@@H]1O",
  "fmax_ha_per_bohr": 0.071,
  "charge": 0,
  "orbital_gap_ha": 0.3884,
  "lumo_energy_ev": 0.55,
  "homo_ev": -10.020,
  "e_tot_ha": -376.65751
}

=====

[3]
{
  "formula": "C3H4N2O2",
  "method": "ωB97M-V with the def2-TZVPD basis set",
  "species": ["N", "C", "C", "O", "C", "O", "N", "H", "H", "H", "H"],
  "xyz": [[1.663, 0.196, -0.915], [0.532, 0.008, -0.108], [0.387, -0.701, 1.007], [-0.947, -0.798, 1.357], [-1.675, -0.100, 0.426], [-2.870, -0.054, 0.418], [-0.760, 0.494, -0.473], [1.676, 1.116, -1.344], [1.646, -0.479, -1.676], [1.102, -1.180, 1.654], [-0.755, 1.500, -0.347]],
  "relative_energy_kj_mol": 166.4,
  "smiles": "Nc1coc(=O)[nH]1",
  "fmax_ha_per_bohr": 0.017,
  "charge": 0,
  "orbital_gap_ha": 0.3531,
  "lumo_energy_ev": 0.54,
  "homo_ev": -9.064,
  "e_tot_ha": -376.70043
}

=====

[4]
{
  "formula": "C3H4N2O2S",
  "method": "ωB97M-V with the def2-TZVPD basis set",
  "species": ["C", "C", "C", "H", "H", "H", "H", "N", "N", "O", "O", "S"],
  "xyz": [[-1.638, -0.066, -0.076], [0.783, 0.159, 0.018], [2.105, -0.769, -0.044], [-3.451, -1.307, 0.148], [-2.260, -2.494, -0.041], [-0.342, -1.569, 0.708], [3.179, -0.330, 0.213], [-2.405, -1.115, -0.197], [-0.296, -0.628, 0.157], [-1.888, 1.062, 0.128], [1.957, -1.925, -0.039], [0.858, 1.804, -0.053]],
  "relative_energy_kj_mol": 425.8,
  "fmax_ha_per_bohr": 0.234,
  "charge": 0,
  "orbital_gap_ha": 0.2798,
  "lumo_energy_ev": -0.67,
  "homo_ev": -8.284,
  "e_tot_ha": -774.76459
}

=====

[5]
{
  "formula": "C3H4N2O2S",
  "method": "ωB97M-V with the def2-TZVPD basis set",
  "species": ["C", "C", "C", "H", "H", "H", "H", "N", "N", "O", "O", "S"],
  "xyz": [[-1.608, -0.186, -0.255], [-0.664, -1.269, 0.074], [2.647, 0.216, -0.347], [-2.250, 1.809, 0.312], [-0.526, 1.695, 0.725], [-1.080, -2.297, 0.161], [2.615, 1.263, -0.425], [-1.369, 1.157, 0.083], [0.683, -1.325, 0.076], [1.214, 0.006, -0.219], [3.555, -0.551, 0.003], [-3.218, -0.518, -0.189]],
  "relative_energy_kj_mol": 488.6,
  "smiles": "NC(=S)/C=N\\OC=O",
  "fmax_ha_per_bohr": 0.118,
  "charge": 0,
  "orbital_gap_ha": 0.2815,
  "lumo_energy_ev": -1.37,
  "homo_ev": -9.025,
  "e_tot_ha": -774.74069
}

=====

[6]
{
  "formula": "C3H4N2O2S",
  "method": "ωB97M-V with the def2-TZVPD basis set",
  "species": ["C", "C", "C", "N", "N", "O", "O", "S", "H", "H", "H", "H"],
  "xyz": [[-0.255, -0.624, 0.437], [0.012, 0.375, 1.341], [0.859, 1.031, -0.398], [0.318, -0.140, -0.710], [0.601, 1.422, 0.825], [-3.506, -0.884, 0.115], [-2.703, 0.876, -1.317], [-2.850, 0.392, 0.045], [-0.774, -1.513, 0.522], [-0.350, 0.424, 2.293], [1.260, 1.793, -1.065], [0.036, -0.536, -1.574]],
  "relative_energy_kj_mol": 157.8,
  "fmax_ha_per_bohr": 0.068,
  "charge": 0,
  "orbital_gap_ha": 0.3092,
  "lumo_energy_ev": -0.89,
  "homo_ev": -9.306,
  "e_tot_ha": -774.86666
}

=====

[7]
{
  "formula": "C3H4N2O3",
  "method": "ωB97M-V with the def2-TZVPD basis set",
  "species": ["C", "C", "C", "H", "H", "H", "H", "N", "N", "O", "O", "O"],
  "xyz": [[0.686, 0.202, 0.662], [-0.570, 0.541, 0.584], [0.107, -0.501, -1.422], [2.478, -0.321, 1.254], [1.162, -0.170, 2.549], [-1.279, 0.926, 1.302], [-2.293, 0.440, -1.747], [1.644, 0.172, 1.635], [-0.957, 0.042, -0.695], [-2.284, -0.229, -1.033], [0.154, -0.737, -2.591], [1.151, -0.366, -0.498]],
  "relative_energy_kj_mol": 290.6,
  "smiles": "Nc1cn(O)c(=O)o1",
  "fmax_ha_per_bohr": 0.059,
  "charge": 0,
  "orbital_gap_ha": 0.3225,
  "lumo_energy_ev": 0.62,
  "homo_ev": -8.154,
  "e_tot_ha": -451.86906
}

=====

[8]
{
  "formula": "C3H4N2O3",
  "method": "ωB97M-V with the def2-TZVPD basis set",
  "species": ["C", "C", "C", "H", "H", "H", "H", "N", "N", "O", "O", "O"],
  "xyz": [[0.918, 0.364, 0.217], [0.611, -0.957, 0.386], [-0.453, -1.239, -0.567], [-1.253, 1.793, 0.595], [-0.831, 2.759, -0.782], [1.665, 1.025, 0.678], [0.573, -2.675, 0.969], [-0.492, 2.114, -0.059], [0.111, 1.016, -0.764], [1.000, -1.877, 1.323], [-0.967, -2.298, -0.918], [-0.881, -0.026, -1.078]],
  "relative_energy_kj_mol": 318.6,
  "smiles": "Nn1cc(O)c(=O)o1",
  "fmax_ha_per_bohr": 0.046,
  "charge": 0,
  "orbital_gap_ha": 0.3622,
  "lumo_energy_ev": 0.35,
  "homo_ev": -9.502,
  "e_tot_ha": -451.85839
}

=====

[9]
{
  "formula": "C3H4N2O3",
  "method": "ωB97M-V with the def2-TZVPD basis set",
  "species": ["C", "C", "C", "H", "H", "H", "H", "N", "N", "O", "O", "O"],
  "xyz": [[-0.347, 0.456, -0.423], [-0.821, 1.351, 0.805], [-0.018, 1.064, 1.754], [-1.014, -1.273, -2.759], [-1.715, 2.116, 0.777], [0.629, 1.519, 2.749], [1.255, -2.419, -0.177], [-0.619, 0.209, -1.654], [0.520, -0.514, 0.256], [-0.416, -1.188, -2.043], [1.175, 0.149, 1.299], [1.371, -1.470, -0.584]],
  "relative_energy_kj_mol": 954.7,
  "smiles": "O/N=c1/ccon1O",
  "fmax_ha_per_bohr": 0.188,
  "charge": 0,
  "orbital_gap_ha": 0.3122,
  "lumo_energy_ev": 0.28,
  "homo_ev": -8.220,
  "e_tot_ha": -451.61613
}

=====

[10]
{
  "formula": "C3H4N2O7",
  "method": "ωB97M-V with the def2-TZVPD basis set",
  "species": ["C", "C", "C", "N", "N", "O", "O", "O", "O", "O", "O", "O", "H", "H", "H", "H"],
  "xyz": [[-1.111, -1.130, 0.021], [1.784, 0.387, -1.115], [-1.091, 0.091, 0.517], [2.330, 0.085, 0.221], [-2.312, 0.869, 0.188], [2.357, -1.091, 0.487], [2.678, 0.945, 1.038], [-3.279, 0.301, -0.194], [-2.257, 2.060, 0.399], [1.393, -0.521, -1.750], [-0.023, -1.853, 0.406], [-0.101, 0.858, 0.949], [-1.922, -1.522, -0.623], [1.916, 1.436, -1.531], [0.149, -2.730, -0.068], [-0.513, 1.815, 1.055]],
  "relative_energy_kj_mol": 111.3,
  "smiles": "O=[N+]([O-])/C(O)=C/O.O=C[N+](=O)[O-]",
  "fmax_ha_per_bohr": 0.077,
  "charge": 0,
  "orbital_gap_ha": 0.2965,
  "lumo_energy_ev": -1.28,
  "homo_ev": -9.345,
  "e_tot_ha": -752.63801
}